The following is a DFT calculation (ωB97M-V/def2-TZVPD) of a 8-piece molecular cluster, C37H81ClF4N9O10P2S overall.

The lowest unoccupied orbital energy is -0.090 Eh. The net charge is +1. For the total energy, the calculation gives -4643.94579 Ha. Its spin multiplicity is 1. The HOMO energy comes out at -10.6 eV. Its relative energy (zero: lowest compared OMol25 entry of this formula, charge and spin) is 0.0 kJ/mol.

Last column: Löwdin charge in e.
Element x y z (Å)
1 H -8.9154 -2.6988 7.7351  0.095
2 C 0.3197 0.9374 -1.9471  -0.202
3 H -2.4622 0.0949 -5.3841  0.122
4 C 3.5106 0.6375 0.3424  -0.538
5 N -2.1320 1.0702 -2.4095  0.170
6 H -7.4256 -3.5530 7.3441  0.092
7 O -3.8230 -1.2676 -4.7253  0.006
8 H -4.9306 -1.2181 5.5755  0.066
9 H 1.0850 1.8681 -0.0964  0.105
10 C -0.7969 -1.3577 -6.6446  -0.056
11 H -3.4647 1.8670 7.0121  0.092
12 C 1.4570 1.2521 -0.9206  -0.116
13 C 2.6250 3.8177 -6.4056  -0.067
14 H 7.1734 -2.9009 -6.5077  0.093
15 H 3.5445 -3.0319 6.2675  0.088
16 H 2.3914 4.3200 -5.4674  0.075
17 C -4.2701 1.2841 6.5649  -0.026
18 H -2.4042 -3.6188 -4.9762  0.088
19 O 0.0287 -2.1878 -0.3109  -0.048
20 C 7.1996 -1.9091 -6.0561  -0.039
21 H -0.6113 1.5796 0.4044  0.084
22 H -0.7742 5.3230 -2.4203  0.153
23 H 2.4652 -4.9840 9.2459  0.082
24 C -1.0807 1.6074 -1.6121  -0.470
25 H -3.3215 -3.3695 -6.4579  0.096
26 H 1.0063 -3.1346 4.1810  0.094
27 O 6.1965 -1.3270 -8.5395  0.027
28 H -3.8062 6.0322 -1.8183  0.085
29 H 3.1173 -8.5641 7.4721  0.095
30 H -2.9942 4.4982 -2.0651  0.068
31 O -3.1317 2.3860 4.2894  -0.033
32 C -0.2801 3.8802 -0.9901  -0.166
33 H 1.1030 5.8045 -0.0825  0.089
34 O -1.9495 -1.4314 2.5472  -0.396
35 H 4.6093 -0.4319 -7.6341  0.130
36 H -7.7600 -1.0351 4.6100  0.135
37 C 1.9642 -3.6368 4.0389  -0.013
38 F 1.9694 0.1420 -4.9517  0.084
39 H -10.1060 -3.3764 4.7348  0.092
40 H 2.1832 1.9080 -1.4120  0.109
41 H 1.9965 -4.0334 3.0242  0.100
42 H 1.6684 -0.4233 0.4854  0.065
43 H -1.5915 -3.7599 -6.5507  0.088
44 P -2.9315 2.0099 0.5580  0.511
45 H 1.3067 6.2032 -1.7871  0.087
46 H 0.9227 -1.1535 -2.2161  0.127
47 C 4.1876 5.6907 -6.5772  -0.357
48 C -3.8871 -0.9307 5.4530  -0.034
49 H 2.5339 -0.6565 -1.0191  0.100
50 H 4.0187 -0.9800 3.7117  0.140
51 Cl 4.7537 0.8757 -0.9351  0.593
52 H -3.3159 -1.3432 6.2871  0.096
53 N -1.9983 -1.8085 -5.9710  -0.193
54 H -2.4606 2.0662 1.8791  -0.016
55 C 2.2349 0.0939 -0.2864  -0.250
56 H -1.5678 6.8070 1.2438  0.084
57 H 2.5476 0.0589 -3.0397  0.140
58 H 0.2926 7.2050 -0.7492  0.087
59 N 3.0649 -2.7044 4.2497  -0.174
60 C 0.0144 -0.5635 -2.1077  -0.051
61 C -1.9307 5.8754 -0.7105  -0.365
62 H -5.0543 1.9726 6.2524  0.096
63 C -3.2543 1.1689 4.3903  -0.372
64 H 5.7100 -0.0678 -4.5331  0.092
65 H -0.5541 -0.6736 -3.0266  0.119
66 C -2.3492 -3.2184 -5.9892  -0.037
67 C -2.8148 -0.9500 -5.3269  -0.372
68 N 5.9508 -1.2035 -6.2863  -0.198
69 H -0.7032 -0.2805 -6.5173  0.074
70 H 3.6395 3.1611 -8.6284  0.084
71 C -8.4308 -3.3271 6.9880  -0.037
72 N 3.6606 4.5557 -7.0896  -0.197
73 H -2.5023 -0.5489 0.1409  0.060
74 H 7.3547 -2.0041 -4.9833  0.085
75 C 0.8120 1.4449 -3.3256  -0.392
76 H 3.7395 5.9724 -5.6073  0.129
77 C 5.1535 -0.7637 -5.1662  -0.070
78 H 4.0736 -5.6345 9.5981  0.091
79 F -0.1280 1.2158 -4.2708  0.115
80 O -7.1830 -0.9342 6.5617  -0.003
81 F 3.0955 1.7191 -3.9436  0.086
82 H -1.6089 -1.7665 -1.4606  0.156
83 N -1.3813 1.1991 -0.1506  -0.152
84 O -1.1371 2.9829 -1.7192  -0.070
85 H -0.8304 -1.5814 -7.7122  0.094
86 H 4.5165 -3.9537 5.1088  0.099
87 H 8.0371 -1.3668 -6.4949  0.095
88 C -1.4368 -0.3044 0.0915  -0.303
89 H -2.9456 0.7548 -1.8952  0.043
90 H -8.9019 -2.6126 3.6896  0.082
91 S -4.5408 1.0734 0.1806  0.357
92 H 2.9516 2.8003 -6.1814  0.071
93 N -8.3832 -2.6536 5.7005  -0.196
94 H 1.7125 3.7645 -7.0054  0.093
95 C 3.1582 -1.6243 3.4768  -0.320
96 H -0.4607 -3.0122 -0.1837  0.125
97 C 4.1659 4.0763 -8.3648  -0.038
98 H -2.9296 0.5147 3.5683  0.082
99 H 4.0110 4.8190 -9.1475  0.094
100 H 4.5590 -7.6543 7.0273  0.093
101 H -2.9052 5.6821 1.2441  0.079
102 H -1.9237 6.9270 -1.0036  0.128
103 H 3.3560 1.6220 0.7856  0.082
104 H 0.3898 -1.1158 1.9081  0.002
105 H -2.4282 1.7409 -3.1085  0.126
106 C -9.0358 -3.2556 4.5581  -0.058
107 H 4.2713 -0.2547 -5.5466  0.054
108 C -1.9103 5.8578 0.8316  -0.056
109 H 1.8713 -5.0683 7.1852  0.131
110 C -0.6362 5.3155 -1.3334  -0.317
111 H 0.7607 3.7028 -1.2571  0.113
112 C 2.1599 0.7722 -3.7691  -0.290
113 C -7.7369 -1.4760 5.6211  -0.356
114 H -1.2421 5.0964 1.2483  0.065
115 H -3.8765 4.8245 -0.5713  0.058
116 P -0.9167 -0.6373 1.8448  0.783
117 H 3.9181 -0.0380 1.0855  0.056
118 C 4.0318 -2.9943 5.2920  -0.038
119 H -8.9907 -4.2527 6.8766  0.087
120 C 5.5683 -0.9767 -7.5639  -0.354
121 H -0.3858 3.7055 0.0929  0.112
122 C 2.4042 -6.0040 6.9344  -0.369
123 N -3.7790 0.5170 5.4283  -0.169
124 C 0.5830 6.1781 -0.9708  -0.039
125 C 3.7907 -7.7694 7.7918  -0.033
126 H 5.2355 3.8737 -8.3073  0.094
127 F 1.0090 2.7822 -3.3016  0.122
128 C -3.2129 5.2656 -1.3199  -0.065
129 H 2.6267 -6.5553 10.0398  0.093
130 H -8.6101 -4.2353 4.3327  0.090
131 O 2.3690 -1.3523 2.5727  -0.054
132 C -0.7842 -1.2352 -0.9839  -0.296
133 H 4.7896 -2.2130 5.3121  0.086
134 H 4.8364 -1.6117 -4.5516  0.092
135 H -0.8106 0.7039 2.2979  0.023
136 O 2.3726 -6.4898 5.8170  0.001
137 H -2.7115 3.2715 0.0181  -0.023
138 C 3.0604 -5.8950 9.2871  -0.055
139 O 5.0597 6.3428 -7.1100  0.025
140 H 0.0891 -1.8333 -6.2184  0.086
141 H 2.0613 -4.4621 4.7396  0.055
142 N 3.0626 -6.5237 7.9831  -0.193
143 H -3.4955 -1.3398 4.5228  0.067
144 H 4.2573 -8.0483 8.7334  0.088
145 H -4.6816 0.5921 7.2946  0.087